36
Properties=species:S:1:pos:R:3 method="wB97M-V/def2-TZVPD" homo_lumo_gap_ev=7.169 multiplicity=1 lumo_energy_ev=2.094 total_charge=-1
C -0.88092 -0.80698 1.90066
C -0.33043 0.19276 0.86142
C -1.19383 1.41586 0.82989
N -1.95958 2.30908 0.76480
C 1.18423 0.67130 1.34390
C 2.07535 -0.35384 1.59811
C 3.43591 -0.08551 1.79695
C 3.93024 1.21264 1.88649
C 5.35183 1.46675 2.00336
N 6.49862 1.66273 2.12667
C 3.04507 2.22544 1.56587
C 1.68531 1.98345 1.32296
H -0.45825 -1.78155 1.64312
H -0.58318 -0.53682 2.93969
H -1.99678 -0.81329 1.88303
H 1.72351 -1.39582 1.63248
H 4.13234 -0.91053 1.86299
H 3.42850 3.22298 1.48505
H 1.05443 2.84081 1.13952
O -4.59255 -2.74547 -2.59075
N -4.10309 -1.63276 -2.84111
O -4.70928 -0.75803 -3.51619
C -2.78266 -1.23517 -2.32635
C -2.41635 0.13405 -2.35038
C -1.29936 0.56518 -1.64413
N -0.63845 1.83349 -1.94166
O -1.29267 2.60547 -2.68155
O 0.51298 2.07552 -1.55763
C -0.43788 -0.27461 -0.68509
N -0.82555 -1.65546 -0.95692
N -0.29018 -2.66786 -0.23375
N -1.03764 -3.74319 -0.46710
N -2.04559 -3.44992 -1.28855
C -1.91778 -2.13729 -1.61612
H -2.90999 0.80945 -3.06870
H 0.64365 -0.24283 -0.82095